(1)
# C34H40As2I2N5OY

A structure of composition C34H40As2I2N5OY at a distorted geometry (ωB97M-V with the def2-TZVPD basis set, the Open Molecules 2025 dataset).

Geometry as XYZ:
```
85
C34H40As2I2N5OY, DFT ωB97M-V with the def2-TZVPD basis set
I -21.0060 8.0795 2.1136
I -16.6005 11.4086 4.0184
Y -19.1079 4.4257 5.7848
As -16.7394 2.5332 6.3631
As -18.4557 4.0413 8.8923
O -19.7700 5.9757 4.3178
N -20.9606 5.7361 7.0266
N -17.4467 6.0970 5.6047
N -22.5356 4.8032 3.1293
N -20.7904 2.7057 6.5783
N -18.8206 -2.4705 -1.9489
C -14.7368 2.7124 6.4611
C -17.6786 1.7635 10.4661
C -18.9660 7.0207 4.0215
C -19.8589 -0.0949 1.9727
C -15.8655 7.4073 6.8030
C -16.3884 -0.1293 9.6666
C -17.5988 2.3585 9.1881
C -20.1123 3.7376 9.9732
C -23.0718 5.6378 5.5358
C -19.7389 -1.0113 0.9505
C -22.7951 3.2616 5.1249
C -22.2927 2.8853 6.5318
C -19.1259 -0.6062 -0.2320
C -18.8805 -1.5891 -1.2185
C -17.5533 5.3977 9.9208
C -22.4438 5.4432 6.9268
C -17.0233 0.5761 10.7115
C -19.3343 2.9769 3.9035
C -18.4809 9.3093 3.2614
C -19.3339 1.2048 1.8639
C -16.9661 0.9948 5.2174
C -16.6342 6.2480 6.6268
C -16.3709 0.4500 8.3754
C -17.7628 7.1460 4.8427
C -19.3087 2.1912 2.9728
C -22.7204 4.0095 7.4467
C -22.3870 4.6368 4.6249
C -19.2462 8.1108 3.2896
C -17.0025 8.3695 4.8890
C -16.1214 8.4832 5.9981
C -18.7096 1.6131 0.6694
C -16.9622 1.6982 8.1365
C -18.7025 0.7207 -0.4017
C -17.4214 9.4607 4.0691
H -22.5439 2.4912 4.3538
H -20.3024 -0.3872 2.9492
H -20.7047 4.6685 9.8640
H -22.6979 1.9138 6.7575
H -17.6272 5.3710 10.9600
H -19.9045 3.5669 11.0826
H -14.5383 3.5474 7.1482
H -15.5558 9.4510 6.2117
H -20.8478 6.7114 6.6714
H -20.5857 2.4388 7.5418
H -22.2401 3.8801 8.3955
H -23.8101 4.0201 7.5959
H -18.1781 1.0494 -1.2753
H -15.0762 7.4450 7.5916
H -20.0649 -2.0116 1.0712
H -22.1075 5.6836 2.7606
H -20.5637 2.9177 9.4568
H -15.9331 -0.1128 7.5242
H -16.2288 0.2170 5.4131
H -18.1729 2.5711 0.6443
H -15.8319 -1.0443 9.7840
H -17.0093 0.1673 11.7365
H -17.9270 0.6136 5.3798
H -21.9666 4.0854 2.6732
H -20.5540 1.9518 5.9413
H -18.8273 10.1789 2.6887
H -18.1524 2.2570 11.3122
H -24.1928 5.4698 5.6826
H -16.4022 5.4508 7.2827
H -16.9077 1.3966 4.1306
H -14.2104 1.8985 6.8860
H -21.3281 4.7796 4.7123
H -14.2621 3.0345 5.5335
H -23.8739 3.2167 5.2593
H -20.7003 5.7791 8.0668
H -16.4887 5.3524 9.7882
H -17.9790 6.3080 9.5667
H -22.8849 6.0931 7.6577
H -22.9440 6.6606 5.2210
H -23.5015 4.7228 2.8054
```

Output
Gap between HOMO and LUMO ... 7.5 eV
Net charge ... +2
LUMO energy ... -5.18 eV
M ... 1027.29 g/mol
ΔE to the lowest compared entry with this formula, charge and spin ... 2.078 eV
Maximum force ... 2.8 eV/Å


(2)
# C34H40As2O4Pb

A structure of composition C34H40As2O4Pb (ωB97M-V with the def2-TZVPD basis set, the Open Molecules 2025 dataset).

Geometry as XYZ:
```
81
C34H40As2O4Pb, DFT ωB97M-V with the def2-TZVPD basis set
Pb 2.1085 2.3227 0.0664
As -0.1563 -3.7813 0.3436
As -2.1392 -0.2564 -0.0320
O 1.3353 4.6242 -0.0342
O 4.3903 2.9093 -0.0387
O 2.7180 3.5236 2.0296
O 2.6180 3.3639 -2.0477
C 0.7470 -5.4702 2.4181
C -0.1232 -5.4874 4.6561
C 1.6708 -5.6583 -2.8793
C 0.5388 -7.3736 -1.6127
C 1.3145 -6.9895 -2.6993
C -2.0651 -0.3400 -4.1737
C -0.9849 -3.8847 3.0896
C 0.4955 -5.0953 -0.8676
C 4.7978 3.9849 0.8501
C -5.5068 1.0172 2.0531
C 1.6693 5.5014 1.0713
C -0.9789 -4.4254 4.3567
C 3.9530 3.9016 -2.2137
C -2.7145 -2.1272 0.2406
C -3.7438 1.2835 -3.5177
C -3.3284 0.7264 1.0890
C -1.7206 -0.5293 -2.8503
C 1.3418 5.3001 -1.3174
C -2.8673 1.8528 1.7676
C 0.7346 -6.0071 3.6907
C 4.1515 3.7114 2.1844
C -1.9619 -3.3274 -0.2905
C 1.8344 4.6393 2.2974
C 1.2608 -4.7023 -1.9646
C 4.8774 3.0235 -1.4057
C -5.0466 2.1362 2.7363
C -0.1500 -4.4344 2.1007
C -2.4249 0.1672 -1.8557
C -3.4041 1.1155 -2.1864
C 0.1271 -6.4317 -0.6833
C -3.7309 2.5565 2.5921
C -4.6515 0.2995 1.2316
C -3.0767 0.5636 -4.5049
C 1.5353 4.2554 -2.3949
H -3.3844 3.4315 3.1249
H -1.8398 2.1812 1.6564
H -3.9212 1.6741 -1.4165
H -1.6487 -3.0600 2.8650
H -4.5327 1.9730 -3.7870
H 1.6457 -7.7343 -3.4105
H 5.8940 3.4152 -1.3976
H 2.2694 -5.3696 -3.7324
H 1.7252 4.7240 -3.3610
H 5.8841 3.9676 0.9490
H -6.5373 0.7040 2.1543
H -1.6383 -4.0327 5.1185
H 4.3514 4.5109 2.8973
H 0.8666 6.2252 1.2203
H 4.2227 3.8644 -3.2700
H -1.8829 -3.3249 -1.3776
H 1.4332 -5.8560 1.6755
H 3.9801 4.9396 -1.8783
H -0.4850 -6.7362 0.1562
H -1.5597 -0.8963 -4.9515
H 4.4916 4.9406 0.4211
H 2.2090 5.2183 3.1411
H 0.6547 3.6192 -2.4956
H 2.1458 6.0381 -1.3145
H 0.2519 -8.4089 -1.4876
H 4.9034 2.0073 -1.7975
H 0.8854 4.1891 2.5892
H -5.7185 2.6824 3.3847
H 4.5228 2.7752 2.5993
H 1.3939 -6.8287 3.9353
H 2.5856 6.0411 0.8236
H -3.6764 -2.0850 -0.2831
H -3.3399 0.7132 -5.5440
H 0.3949 5.8222 -1.4592
H 1.5503 -3.6669 -2.0991
H -0.9373 -1.2318 -2.5895
H -2.9304 -2.1947 1.3055
H -5.0334 -0.5624 0.7000
H -2.5242 -4.2266 -0.0160
H -0.1156 -5.9005 5.6563
```

Output
Gap between HOMO and LUMO (spin up / spin down) ... 4.9 / 6.0 eV
Net charge ... +4
LUMO energy (spin up / spin down) ... -12.87 / -12.03 eV
M ... 869.73 g/mol
ΔE to the lowest compared entry with this formula, charge and spin ... 0.129 eV
Maximum force ... 0.6 eV/Å


(3)
# C34H40AsNiPS4

A structure of composition C34H40AsNiPS4 (ωB97M-V with the def2-TZVPD basis set, the Open Molecules 2025 dataset).

Geometry as XYZ:
```
81
C34H40AsNiPS4, DFT ωB97M-V with the def2-TZVPD basis set
As 1.6413 -3.6906 0.1028
Ni -0.0476 2.4164 -1.2574
S 1.9545 2.1769 -2.5709
S -1.9630 3.7937 -0.7262
S 1.2162 4.0632 0.0194
S -1.2462 1.9666 -3.3427
P -0.4042 0.3998 -0.1569
C 0.6339 -5.1676 0.8643
C -3.1675 0.3852 -0.5077
C 2.7232 -3.1959 1.6489
C -4.3408 0.0332 -1.1639
C -0.6993 0.6107 1.6162
C -1.2247 -6.1449 2.0554
C -1.9237 -1.0875 -1.9542
C 2.9611 -2.6948 3.9972
C 4.0738 -2.9271 1.4614
C 4.8663 -2.5375 2.5368
C 2.9633 3.5845 -2.0162
C -1.6985 -0.0528 3.7033
C -0.8801 0.8380 4.3860
C -1.9531 -0.1849 -0.8910
C -4.3059 -0.8773 -2.2120
C 0.1268 1.4989 2.3105
C 2.1485 4.7137 -1.4019
C 0.7897 -0.9896 -0.2620
C 0.0969 1.9777 -4.5665
C -0.6723 -7.4062 1.8925
C -2.8363 3.9097 -2.3150
C 0.0116 5.3851 0.3301
C -1.1492 5.4174 -0.6546
C 0.0359 1.6147 3.6904
C -1.9438 3.6353 -3.5183
C -0.5757 -5.0285 1.5408
C 2.1718 -3.0878 2.9259
C -3.0970 -1.4366 -2.6071
C 1.1789 -6.4374 0.7019
C 1.3051 2.8033 -4.1516
C 4.3091 -2.4142 3.8006
C 0.5322 -7.5512 1.2183
C 0.2811 -2.2779 0.3565
C -1.6119 -0.1700 2.3248
H -0.9867 -1.5346 -2.2697
H -3.6469 3.1832 -2.2549
H 1.6850 -0.6385 0.2618
H -1.1420 4.3703 -3.6003
H 5.9207 -2.3410 2.3868
H 1.4545 5.1511 -2.1215
H 1.1308 -3.3414 3.0959
H 2.1142 -6.5596 0.1674
H -3.1983 1.0985 0.3091
H -5.2854 0.4588 -0.8481
H 0.3687 0.9287 -4.6928
H -2.4025 -0.6673 4.2496
H -1.1832 -8.2762 2.2846
H 2.1014 2.7096 -4.8898
H -5.2220 -1.1573 -2.7161
H -1.8939 6.1402 -0.3252
H -3.0680 -2.1503 -3.4209
H 1.0700 -1.1243 -1.3112
H -2.5343 3.6582 -4.4340
H -3.2777 4.9031 -2.3775
H 0.1093 -2.1452 1.4247
H -2.2576 -0.8671 1.8053
H -0.3369 5.2187 1.3491
H -2.1601 -6.0279 2.5890
H 0.9650 -8.5350 1.0872
H 2.8115 5.4981 -1.0374
H -1.0217 -4.0517 1.6817
H -0.9521 0.9200 5.4632
H 3.5398 3.9406 -2.8692
H -0.8172 5.6972 -1.6550
H 2.5298 -2.6228 4.9883
H 1.0555 3.8590 -4.0433
H 0.5552 6.3289 0.3128
H -0.6430 -2.6252 -0.1056
H -0.3129 2.3328 -5.5106
H 3.6614 3.1664 -1.2905
H 4.5147 -3.0329 0.4767
H 0.8653 2.0814 1.7732
H 0.6827 2.3017 4.2219
H 4.9263 -2.1119 4.6372
```

Output
Gap between HOMO and LUMO (spin up / spin down) ... 7.4 / 5.3 eV
Net charge ... +2
Expectation value of S² ... 2.009
LUMO energy (spin up / spin down) ... -4.94 / -7.06 eV
M ... 741.55 g/mol
Multiplicity ... 3
Maximum force ... 0.5 eV/Å